Record 1
# C20H34CaCl3F6NO2S6SbSi

A molecular structure, C20H34CaCl3F6NO2S6SbSi (ωB97M-V/def2-TZVPD, OMol25).

The value obtained for the orbital gap (alpha / beta) is 7.7 / 4.6 eV. The value obtained for the energy relative to the best compared isomer or geometry (same formula, charge and spin) is 38.2 kcal per mole. As for the expectation value of S²: 0.77. Its LUMO energy (alpha / beta) is -0.2 / -3.3 eV. As for the charge: 0. As for the HOMO energy (alpha / beta): -7.91 / -7.91 eV. Its spin multiplicity is 2.

The geometry in XYZ format:
```
75
Properties=species:S:1:pos:R:3:forces:R:3
Sb 0.673037 -3.062501 -2.674593 0.75 -1.90 -0.49
Ca 0.437441 -0.054765 -1.735897 0.23 0.02 0.18
Cl -1.133320 3.004298 -2.762531 -0.38 0.19 0.05
Cl 0.922171 4.455078 -4.160933 0.01 0.08 -0.15
Cl 0.798052 1.575138 -4.316192 0.00 -0.27 -0.46
S 3.613925 -0.265209 -1.536601 0.59 -0.17 -0.03
S 2.849107 -2.511817 0.815436 0.34 -0.16 0.22
S -2.226358 -0.241000 -2.104511 -0.75 -0.30 -0.28
S 2.764227 1.692628 1.082766 0.32 0.13 0.52
S -1.891704 -1.889105 1.132141 -0.02 -0.26 0.12
S 1.523901 -0.614444 3.126075 0.21 0.00 0.33
Si -4.947229 1.669381 -1.276984 -0.80 0.23 0.09
F 1.095986 -1.287094 -3.355235 0.06 -1.02 -0.66
F 2.474296 -3.394029 -2.202922 -0.42 0.45 -0.05
F 1.095575 -3.752896 -4.376437 -0.32 0.01 0.43
F 0.175884 -4.593206 -1.686601 0.08 0.24 -0.37
F -1.130490 -2.881742 -3.186525 0.18 0.34 0.14
F 0.391524 -2.031289 -1.044978 -0.12 -1.50 0.14
O 2.029019 3.806696 -1.581672 0.02 0.03 0.00
O 1.430013 1.655252 -1.539414 1.08 1.88 0.30
N -0.964841 0.883631 -0.161698 -0.61 0.43 0.83
C 3.033313 -2.941322 2.588742 -0.05 0.01 -0.56
C -0.838962 1.605769 0.937943 0.28 -0.18 -0.09
C 4.573890 -2.017722 0.463214 -0.32 -0.10 0.17
C 4.470928 1.616958 0.430755 -0.35 0.10 0.12
C -5.222337 3.532000 -1.549617 0.14 -0.60 0.14
C 1.448688 2.827063 -1.988027 0.27 1.04 -0.32
C -1.894288 2.314711 1.488721 -0.42 0.08 -0.07
C -2.029901 -3.685209 0.943019 0.03 0.33 0.07
C -2.990466 -1.643308 2.551770 0.16 -0.12 -0.37
C -3.113297 2.308842 0.826011 0.10 0.08 0.17
C -2.169560 0.819799 -0.758562 -0.31 0.28 0.27
C 1.915611 -2.367017 3.446156 -0.11 0.56 -0.05
C 3.106244 1.599859 2.889002 -0.16 -0.12 -0.71
C -5.100348 0.803806 -2.950982 0.23 0.14 0.49
C -3.289914 1.556109 -0.327615 -0.07 -0.31 -0.66
C 3.153872 0.172297 3.400450 -0.40 -0.32 0.00
C 0.558090 2.987056 -3.291606 0.31 0.34 0.22
C -6.267888 0.988007 -0.087384 0.46 0.24 -0.41
C 4.508009 1.248061 -1.048039 -0.41 -0.30 0.08
C 4.746946 -1.589908 -0.984397 -0.44 0.23 -0.07
H 5.225062 -2.868267 0.672663 0.08 0.06 -0.01
H -6.072924 1.024151 -3.385981 -0.17 0.15 0.05
H 0.969835 -2.868117 3.236203 0.01 -0.07 0.04
H -4.023335 -1.818545 2.260359 -0.10 0.03 0.06
H -7.253389 1.042539 -0.544481 -0.12 0.02 -0.07
H 3.899985 -0.399825 2.852772 0.09 0.02 0.00
H -3.077457 -3.976251 0.945915 -0.04 -0.07 -0.03
H 5.768672 -1.253295 -1.161380 0.03 -0.03 -0.02
H -6.072188 -0.052478 0.162927 0.05 -0.12 0.02
H 4.032643 2.131889 3.100123 0.00 0.04 0.09
H 4.818365 -1.197538 1.138361 0.14 -0.04 -0.01
H 5.543110 1.137360 -1.379467 -0.07 0.08 -0.01
H -4.337281 1.145093 -3.645945 0.08 0.05 -0.11
H 0.143825 1.617859 1.384138 0.09 0.00 0.04
H 3.025057 -4.029157 2.670442 0.08 0.03 0.12
H -6.298663 1.559959 0.837473 0.02 0.06 0.13
H -2.717806 -2.316969 3.360338 0.04 0.03 0.10
H 2.281058 2.134536 3.358517 0.05 0.12 0.09
H 5.027447 0.899674 1.033174 0.08 0.01 -0.02
H -1.491669 -4.187122 1.745055 -0.04 -0.08 -0.01
H -5.005786 -0.273649 -2.863067 -0.02 -0.12 0.02
H 3.388191 0.145605 4.466634 0.07 0.01 -0.01
H -2.863568 -0.611684 2.869267 -0.04 0.04 0.09
H -3.936049 2.898870 1.207976 -0.04 0.06 0.08
H 2.152534 -2.489982 4.504816 -0.05 -0.11 -0.03
H -1.582033 -3.942647 -0.013460 0.04 -0.06 0.00
H 4.911851 2.609219 0.547651 0.11 -0.08 0.03
H 4.528967 -2.424521 -1.647984 0.08 -0.02 -0.01
H -6.146456 3.704294 -2.096645 -0.12 -0.02 -0.07
H 4.028363 2.032704 -1.632960 0.11 0.03 0.01
H -1.754439 2.875316 2.400172 0.03 0.06 0.04
H -4.406877 3.964902 -2.125673 0.10 0.05 -0.07
H -5.291571 4.070364 -0.607324 0.01 0.08 0.13
H 4.007678 -2.583168 2.917166 0.02 -0.01 0.06
```
Forces are in eV/Å.

Löwdin population analysis, charges in e, atoms 1 to 5: 1.404, 1.132, 0.667, 0.652, 0.674

=====

Record 2
# C6H10O

A molecular structure, C6H10O (ωB97M-V/def2-TZVPD, OMol25).

The value obtained for the orbital gap (alpha / beta) is 8.0 / 7.4 eV. The value obtained for the energy relative to the best compared isomer or geometry (same formula, charge and spin) is 97.7 kcal per mole. Its LUMO energy (alpha / beta) is 0.3 / 0.0 eV. As for the charge: 0. As for the HOMO energy (alpha / beta): -7.76 / -7.37 eV.

The geometry in XYZ format:
```
17
Properties=species:S:1:pos:R:3:forces:R:3
O 1.310642 -0.412177 -2.035480 0.15 -0.28 -0.07
C 0.813376 0.043742 0.449055 0.93 -0.31 0.08
C -0.681164 0.199908 -0.729821 -0.79 0.05 -0.47
C -1.046570 1.594658 1.404822 -0.07 0.00 0.01
C -0.155622 1.191875 0.246923 0.02 -0.03 -0.19
C 0.144318 -2.098682 -0.773869 -0.10 -1.03 -0.13
C 0.467530 -0.760452 -0.980447 -0.31 1.21 0.86
H -1.662153 -0.255019 -0.576900 0.12 0.09 -0.01
H -1.894318 2.189009 1.046744 0.11 -0.06 0.06
H -0.503461 2.193118 2.143819 -0.06 -0.08 -0.10
H 0.099277 -2.785118 -1.615252 0.06 0.01 0.11
H -0.209148 -2.447074 0.189581 0.05 0.12 -0.16
H 0.315192 2.054831 -0.232243 -0.01 -0.06 0.10
H -1.449655 0.708877 1.910886 0.06 0.11 -0.08
H 0.620865 -0.569740 1.326697 -0.02 0.06 -0.11
H 1.958216 -1.129562 -2.102620 -0.04 0.19 -0.05
H 1.872677 0.281805 0.328106 -0.09 0.01 0.15
```
Forces are in eV/Å.

Löwdin population analysis, charges in e, atoms 1 to 5: 0.019, -0.054, 0.041, -0.070, -0.363

=====

Record 3
# C3H4N2O

2 unconnected molecules or ions with the total composition C3H4N2O (ωB97M-V/def2-TZVPD, OMol25).

The value obtained for the orbital gap (alpha / beta) is 8.5 / 8.5 eV. The value obtained for the energy relative to the best compared isomer or geometry (same formula, charge and spin) is 120.5 kcal per mole. Its LUMO energy (alpha / beta) is -0.5 / -0.5 eV. As for the charge: 0. As for the HOMO energy (alpha / beta): -8.99 / -8.99 eV.

The geometry in XYZ format:
```
10
Properties=species:S:1:pos:R:3:forces:R:3
O 0.086469 1.671797 -0.320892 0.04 0.04 -0.07
N 0.727466 -0.925043 0.765492 -0.06 0.01 -0.21
N -0.849005 -0.250207 -0.743328 -0.05 0.19 0.06
C -0.634568 -0.628101 0.613070 -0.17 -0.29 0.18
C 0.318919 0.508168 -0.845355 0.05 0.02 0.19
C 1.345837 -0.287695 -0.180353 0.20 -0.06 0.08
H -0.413803 1.049199 0.720075 0.00 0.14 -0.15
H 2.423487 -0.228158 -0.262198 -0.16 0.03 -0.02
H -1.348790 -1.258932 1.135195 0.11 0.05 -0.06
H -1.656012 0.348972 -0.881708 0.04 -0.14 0.00
```
Forces are in eV/Å.

Löwdin population analysis, charges in e, atoms 1 to 5: -0.014, 0.078, 0.062, -0.197, -0.426

=====

Record 4
# C17H17N3O6

C17H17N3O6 in the gas phase (ωB97M-V/def2-TZVPD, OMol25).

The value obtained for the orbital gap is 7.8 eV. The value obtained for the energy relative to the best compared isomer or geometry (same formula, charge and spin) is 0.0 kcal per mole. Its LUMO energy is -1.0 eV. The SMILES is O=C1NC(=O)C(=Cc2ccc(OCC(=O)N3CCOCC3)cc2)C(=O)N1. As for the charge: 0. As for the HOMO energy: -8.78 eV.

The geometry in XYZ format:
```
43
Properties=species:S:1:pos:R:3:forces:R:3
O -2.709029 -2.205296 -0.143594 0.10 -0.17 0.12
O 1.797233 0.962378 -0.259884 -0.01 0.08 -0.07
O 5.569987 -1.740579 0.664018 0.08 -0.06 0.05
O -2.681929 2.761295 1.628322 0.08 0.10 0.13
O 5.992838 2.526948 -0.753220 0.16 0.21 -0.05
O -2.967579 0.423709 -2.477648 -0.07 -0.12 -0.30
N -2.527876 0.695649 -0.288378 0.06 0.25 0.10
N 3.902682 1.670214 -0.557629 -0.25 0.40 -0.16
N 5.752319 0.382642 -0.053681 0.48 -0.13 0.10
C -2.661896 0.380383 1.115914 -0.26 0.19 0.44
C -3.435623 -1.459061 -1.100577 -0.14 0.04 -0.37
C -1.857592 1.966475 -0.510883 -0.05 0.36 -0.06
C 1.415345 -1.938164 0.115631 -0.61 -0.13 -0.17
C 2.821729 -1.739568 0.335756 0.63 0.57 -0.01
C 5.014611 -0.740399 0.271731 0.11 -0.07 -0.01
C 3.556583 -0.625288 0.073136 -0.43 -0.76 0.13
C 0.771325 -1.475351 -1.035120 0.14 -0.24 0.27
C 5.276208 1.600285 -0.481680 -0.10 -0.14 0.03
C 2.975667 0.682825 -0.266997 -0.08 0.19 0.06
C -2.961525 -0.017244 -1.342250 -0.15 -0.21 0.11
C -0.589201 -1.610651 -1.192726 -0.29 -0.08 -0.07
C -3.367615 1.550473 1.818369 0.04 -0.38 0.02
C -0.708937 -2.719842 0.943694 -0.36 0.06 -0.14
C 0.656754 -2.631952 1.067833 0.19 0.22 -0.20
C -1.354623 -2.167552 -0.167999 0.47 -0.10 0.20
C -2.581903 3.072719 0.255709 0.16 -0.07 -0.30
H -0.823840 1.875554 -0.158335 -0.04 0.04 -0.03
H 1.351033 -1.025352 -1.824810 0.03 0.09 -0.05
H -3.418035 -1.956598 -2.078563 0.02 0.16 0.16
H 3.371776 -2.566721 0.775495 0.09 0.03 -0.01
H -3.399646 1.379975 2.895662 -0.05 -0.05 -0.07
H -1.865712 2.170626 -1.581601 0.05 0.01 0.12
H -3.239815 -0.528883 1.265495 0.07 0.04 -0.01
H 1.144819 -3.039410 1.940359 0.05 -0.09 0.10
H -1.661397 0.250631 1.547110 -0.09 -0.07 0.02
H 3.521829 2.577507 -0.804389 0.09 -0.17 0.07
H -4.468862 -1.455186 -0.739205 0.13 0.01 -0.07
H -1.309648 -3.195613 1.702693 -0.07 -0.05 0.10
H -4.396438 1.636256 1.432538 0.07 -0.03 0.05
H -3.587838 3.216113 -0.168263 0.09 0.01 0.02
H 6.758767 0.306221 0.045681 -0.20 0.03 -0.03
H -1.048201 -1.259390 -2.102022 -0.07 0.06 -0.11
H -2.026726 4.009201 0.194313 -0.05 -0.04 -0.07
```
Forces are in eV/Å.

Löwdin population analysis, charges in e, atoms 1 to 5: -0.050, 0.093, 0.092, -0.125, 0.108

=====

The following energy values (in Eh) correspond, in order, to the records above: -6564.25048 -309.68672 -301.29513 -1273.77945.